{
  "formula": "C3H5N3",
  "method": "ωB97M-V/def2-TZVPD",
  "species": ["N", "N", "N", "C", "C", "C", "H", "H", "H", "H", "H"],
  "xyz": [[0.627585, 0.915554, -1.105332], [1.788062, -1.026994, -0.066687], [1.643324, -0.255504, 0.897631], [-1.683207, -0.238849, -0.212424], [-0.442583, 0.481569, -0.190972], [0.713844, 0.999776, 0.347887], [-1.510879, -1.329912, -0.277216], [-2.338901, 0.012081, -1.068204], [0.815163, 2.007246, 0.787295], [2.723936, -1.443697, 0.170720], [-2.291557, -0.102055, 0.699306]],
  "atomic_forces_ev_per_a": [[-5.935, -2.270, 3.865], [1.643, 1.306, 1.123], [0.325, 2.083, -1.071], [-1.855, -0.821, 0.109], [4.146, 2.440, -5.983], [1.243, -1.202, 1.370], [0.243, 0.438, -0.031], [0.595, 0.026, 0.268], [0.462, -0.988, 0.643], [-1.285, -1.130, -0.044], [0.417, 0.119, -0.249]],
  "mulliken_charge": [-0.5082, -0.3810, -0.1987, -0.9524, 0.4370, 0.1655, 0.2915, 0.2879, 0.3072, 0.2794, 0.2719],
  "orbital_gap_ha": [0.3416, 0.3416],
  "lumo_ha": [0.0213, 0.0213],
  "e_above_lowest_kcal_mol": 126.8,
  "smiles": "[H]/N=N/[C@H]1N=C1C"
}



{
  "formula": "C3H5N3",
  "method": "ωB97M-V/def2-TZVPD",
  "species": ["N", "N", "N", "C", "C", "C", "H", "H", "H", "H", "H"],
  "xyz": [[-1.842503, -0.080517, -0.168827], [1.647587, -0.465791, 0.009328], [1.620218, 0.850835, -0.011899], [0.293554, 1.140046, -0.008748], [0.481351, -1.128471, 0.015584], [-0.474099, -0.074606, -0.049495], [0.017277, 2.203436, 0.121590], [2.561921, -0.824952, -0.438938], [0.358653, -2.170991, -0.039031], [-2.468472, -0.483715, 0.789194], [-2.195486, 1.034729, -0.218753]],
  "atomic_forces_ev_per_a": [[-5.448, 2.175, 3.027], [4.461, -1.582, -1.404], [-2.160, 0.744, -0.140], [1.404, -0.626, 0.392], [-2.236, 3.108, -0.782], [2.276, 0.450, 1.009], [-0.195, -0.978, -0.326], [-2.131, 0.286, 1.612], [0.118, -0.934, -0.026], [2.706, 1.429, -3.543], [1.205, -4.073, 0.180]],
  "mulliken_charge": [-0.6301, 0.2401, -0.7792, -0.2699, -0.7784, 0.5444, 0.3467, 0.2853, 0.4512, 0.2998, 0.2901],
  "orbital_gap_ha": 0.3334,
  "lumo_ha": 0.0344,
  "e_above_lowest_kcal_mol": 53.2,
  "smiles": "Nc1cn[nH]c1"
}



{
  "formula": "C3H5N3",
  "method": "ωB97M-V/def2-TZVPD",
  "species": ["N", "N", "N", "C", "C", "C", "H", "H", "H", "H", "H"],
  "xyz": [[-1.096402, 0.401263, 1.418280], [-0.666798, 0.791780, 0.143479], [0.860883, 0.297237, -1.764847], [-0.703991, -0.648523, 2.079658], [0.189919, 0.012120, -0.407715], [1.074270, -0.852418, -0.857676], [-1.247601, -0.582199, 3.045292], [1.535656, -1.809944, -0.997078], [-1.759507, 1.102622, 1.743738], [1.546333, 1.049769, -1.812309], [0.267237, 0.238294, -2.590824]],
  "atomic_forces_ev_per_a": [[0.117, -0.309, 0.150], [0.186, -0.009, -0.158], [0.000, 0.345, -0.378], [-0.287, 0.448, -0.058], [0.055, -0.054, -0.007], [-0.137, -0.052, 0.295], [0.121, -0.103, -0.189], [-0.097, 0.133, 0.089], [0.122, -0.171, 0.004], [-0.114, -0.162, 0.065], [0.033, -0.067, 0.187]],
  "mulliken_charge": [0.2449, -0.8123, -0.2343, -0.5564, 0.4641, -0.3369, 0.1495, 0.2929, 0.2583, 0.2644, 0.2659],
  "orbital_gap_ha": 0.3079,
  "lumo_ha": 0.0245,
  "e_above_lowest_kcal_mol": 151.9
}



{
  "formula": "C3H5N3",
  "method": "ωB97M-V/def2-TZVPD",
  "species": ["N", "N", "N", "C", "C", "C", "H", "H", "H", "H", "H"],
  "xyz": [[-1.300514, 1.116526, 0.254596], [1.916407, -0.039193, 0.587820], [-1.291989, -1.201677, 0.207592], [-1.779393, -0.121263, -0.213361], [-0.091328, 1.156565, 0.063699], [1.027417, 0.562033, -0.272194], [-2.475559, 0.117413, -0.980237], [1.620587, 0.021147, 1.532984], [-1.645453, -2.077938, -0.153034], [2.739101, -0.427400, 0.315842], [1.280721, 0.893782, -1.343708]],
  "atomic_forces_ev_per_a": [[-1.028, 0.795, 0.255], [-2.835, 1.522, 0.233], [-0.146, 0.130, 0.456], [0.130, -0.716, 0.415], [1.099, -0.255, 0.789], [1.166, 1.466, -2.431], [-1.123, -0.674, -0.758], [0.361, -0.499, 0.627], [-0.367, 0.237, -0.422], [2.407, -1.001, -0.746], [0.336, -1.006, 1.581]],
  "mulliken_charge": [-0.6292, -0.3647, -0.5577, 0.1577, 0.3341, -0.1464, 0.4013, 0.1970, 0.2110, 0.1584, 0.2384],
  "orbital_gap_ha": 0.3204,
  "lumo_ha": 0.0369,
  "e_above_lowest_kcal_mol": 76.3,
  "smiles": "[H]/N=C/N=C=CN"
}



{
  "formula": "C3H5N3",
  "method": "ωB97M-V/def2-TZVPD",
  "species": ["N", "N", "N", "C", "C", "C", "H", "H", "H", "H", "H"],
  "xyz": [[-3.162807, -1.372891, -0.324835], [-0.400551, 0.719369, 0.210253], [0.346014, -1.387124, -0.364484], [-2.050570, -1.056916, -0.249735], [-0.648636, -0.678151, -0.161925], [1.600601, 0.361232, 0.105077], [1.996147, 0.144085, -0.879699], [1.690602, 1.414652, 0.368384], [1.974216, -0.296343, 0.880474], [-0.769543, 0.976867, 1.130308], [-0.763910, 1.394341, -0.468592]],
  "atomic_forces_ev_per_a": [[1.086, 0.333, 0.083], [-0.089, 0.083, 0.013], [-0.524, 0.372, 0.112], [-1.035, -0.334, -0.085], [0.477, -0.338, -0.098], [0.214, 0.093, 0.024], [-0.103, 0.010, 0.145], [-0.051, -0.162, -0.038], [-0.092, 0.078, -0.124], [0.059, -0.047, -0.110], [0.057, -0.089, 0.078]],
  "mulliken_charge": [-0.3878, -0.5200, -0.6534, 0.2614, 0.3570, -0.6076, 0.3257, 0.2817, 0.3252, 0.3068, 0.3111],
  "orbital_gap_ha": [0.3115, 0.3114],
  "lumo_ha": [0.0000, 0.0000],
  "e_above_lowest_kcal_mol": 113.7
}



{
  "formula": "C3H5N3",
  "method": "ωB97M-V/def2-TZVPD",
  "species": ["N", "N", "N", "C", "C", "C", "H", "H", "H", "H", "H"],
  "xyz": [[0.307790, -0.307524, -0.461496], [-0.632809, 0.665922, -0.691710], [0.902380, -1.035552, -1.382517], [0.462516, -0.529755, 0.871509], [-0.359437, 0.350101, 1.489515], [-0.963731, 1.068565, 0.521777], [1.946895, -0.579894, -1.672080], [1.063387, -1.366228, 1.205216], [-0.346606, 0.597559, 2.578297], [0.196230, -1.141601, -2.111467], [-1.737532, 1.896775, 0.453288]],
  "atomic_forces_ev_per_a": [[-1.852, 1.715, 3.373], [1.694, -0.914, -0.647], [3.923, -0.129, -2.838], [0.294, -0.767, -1.170], [0.949, 0.448, 4.409], [-2.836, 2.483, -2.798], [-4.111, -1.454, 0.376], [0.028, 0.364, 0.037], [-0.301, -0.572, -1.147], [1.064, 0.017, -0.551], [1.148, -1.192, 0.957]],
  "mulliken_charge": [0.8700, -0.8485, -0.8472, -0.0688, -0.7248, 0.0094, 0.2610, 0.3912, 0.2933, 0.2807, 0.3837],
  "orbital_gap_ha": 0.3711,
  "lumo_ha": 0.0374,
  "e_above_lowest_kcal_mol": 57.0,
  "smiles": "Nn1cccn1"
}



{
  "formula": "C3H5N3",
  "method": "ωB97M-V/def2-TZVPD",
  "species": ["N", "N", "N", "C", "C", "C", "H", "H", "H", "H", "H"],
  "xyz": [[0.335442, -0.232921, 0.693782], [1.616694, -0.027182, 0.458457], [-0.228607, 0.683772, -1.382138], [-0.533101, 0.135018, -0.308005], [2.223105, 0.469673, -0.538744], [-1.954836, -0.236605, 0.050917], [3.272930, 0.562704, -0.704171], [-2.311425, 0.432064, 0.830329], [-1.946329, -1.252164, 0.433660], [2.120453, -0.373469, 1.288054], [-2.594327, -0.160890, -0.822143]],
  "atomic_forces_ev_per_a": [[-1.346, -0.634, 1.025], [1.267, 0.075, 0.069], [2.192, 0.369, -0.630], [1.012, -0.545, 1.308], [-3.387, 0.352, -1.211], [-0.182, 0.259, -0.394], [0.518, -0.021, 0.212], [0.028, 0.048, 0.006], [0.038, -0.043, -0.022], [-0.018, 0.152, -0.375], [-0.122, -0.012, 0.012]],
  "mulliken_charge": [-0.8963, 0.3240, -0.4890, 0.7492, -0.2089, -0.8475, 0.2212, 0.2352, 0.2711, 0.3034, 0.3377],
  "orbital_gap_ha": [0.2643, 0.2644],
  "lumo_ha": [-0.0509, -0.0508],
  "e_above_lowest_kcal_mol": 142.5
}



{
  "formula": "C3H5N3",
  "method": "ωB97M-V/def2-TZVPD",
  "species": ["N", "N", "N", "C", "C", "C", "H", "H", "H", "H", "H"],
  "xyz": [[1.743981, 0.796111, -0.275507], [1.899105, -0.607973, -0.336494], [-1.512576, -0.129343, -0.448743], [0.563749, 1.092676, 0.194570], [-0.338221, -0.124586, 0.411518], [0.768055, -1.157365, 0.079846], [-2.214101, 0.584733, -0.325677], [-0.664927, -0.325928, 1.483134], [-1.176358, -0.077061, -1.419898], [0.273122, 2.181048, 0.296824], [0.658169, -2.232308, 0.340422]],
  "atomic_forces_ev_per_a": [[-1.808, 1.208, 0.490], [-2.777, -1.887, 1.525], [0.677, -0.947, -1.299], [1.012, 0.720, -0.317], [0.924, 0.245, 1.046], [1.075, 0.541, -0.489], [0.302, 0.232, 0.498], [0.533, 0.568, -1.120], [-0.472, -0.028, 0.521], [0.277, -1.479, -0.132], [0.257, 0.827, -0.722]],
  "mulliken_charge": [-0.3699, -0.3810, -0.5733, -0.2519, 0.2408, -0.1975, 0.2288, 0.2983, 0.2682, 0.3544, 0.3832],
  "orbital_gap_ha": 0.3529,
  "lumo_ha": -0.0016,
  "e_above_lowest_kcal_mol": 55.2,
  "smiles": "NC1C=NN=C1"
}



{
  "formula": "C3H5N3",
  "method": "ωB97M-V/def2-TZVPD",
  "species": ["N", "N", "N", "C", "C", "C", "H", "H", "H", "H", "H"],
  "xyz": [[0.679822, -1.224405, 0.141065], [1.904651, -0.802114, -0.127892], [1.877132, 0.593263, -0.387284], [0.613401, 0.950200, -0.222677], [-0.149683, -0.187268, 0.017987], [-1.634678, -0.293860, 0.077051], [-2.100902, 0.660350, 0.328821], [-1.947025, -1.040769, 0.802565], [0.342840, 1.988374, -0.257978], [2.443372, 0.015431, 0.556417], [-2.015145, -0.597567, -0.899154]],
  "atomic_forces_ev_per_a": [[0.023, 0.168, 0.042], [-0.183, -0.408, -0.342], [-0.098, 0.365, -0.228], [-0.064, 0.182, -0.121], [-0.024, 0.148, 0.005], [-0.070, -0.095, 0.018], [0.133, -0.054, 0.005], [0.024, -0.038, 0.031], [-0.220, 0.104, -0.153], [0.504, -0.351, 0.733], [-0.025, -0.021, 0.010]],
  "mulliken_charge": [-0.3316, -0.3504, -0.3808, -0.2412, 0.6858, -1.0229, 0.3099, 0.3142, 0.4029, 0.3697, 0.2445],
  "orbital_gap_ha": 0.4196,
  "lumo_ha": 0.0350,
  "e_above_lowest_kcal_mol": 71.3
}



{
  "formula": "C3H5N3",
  "method": "ωB97M-V/def2-TZVPD",
  "species": ["N", "N", "N", "C", "C", "C", "H", "H", "H", "H", "H"],
  "xyz": [[1.184268, -1.272317, 0.937149], [-1.591503, 0.269509, -0.769135], [-0.646184, 1.242653, -0.814712], [-1.053135, -0.830341, -0.095119], [0.448174, 0.873480, -0.092896], [0.269548, -0.427291, 0.298230], [0.709364, -2.056561, 1.364036], [1.257987, 1.571582, 0.072480], [-0.897325, 2.166410, -1.128126], [1.776498, -0.809494, 1.613367], [-1.457691, -0.727630, -1.385272]],
  "atomic_forces_ev_per_a": [[-0.033, 0.010, 0.122], [0.003, -0.061, 0.034], [0.018, 0.078, 0.108], [0.260, 0.145, 0.268], [-0.043, -0.055, -0.054], [-0.124, 0.072, -0.072], [0.058, 0.046, -0.040], [-0.079, -0.101, -0.035], [0.039, -0.094, 0.015], [-0.055, -0.051, -0.067], [-0.044, 0.012, -0.279]],
  "mulliken_charge": [-0.5605, -0.4221, 0.0852, -0.7911, -0.5868, 0.7014, 0.2740, 0.4004, 0.2370, 0.2457, 0.4168],
  "orbital_gap_ha": 0.3361,
  "lumo_ha": 0.0334,
  "e_above_lowest_kcal_mol": 93.3
}